Record 1
Molecular formula: C19H26N2Pb
Method: DFT, ωB97M-V/def2-TZVPD

Last column: natural (NBO) charge in e.
Geometry (Å):
Pb  -1.3062  0.2176  -1.1264  0.962
N  1.0558  0.8989  -2.3109  -0.431
N  0.7573  -1.6441  -1.3686  -0.414
C  3.2926  1.7380  -3.7536  -0.160
C  -0.2579  -0.0247  3.5922  -0.187
C  -0.1416  -1.4793  4.0491  -0.583
C  -1.0533  -0.1182  1.0328  -0.578
C  1.5385  -3.8741  -0.9164  -0.246
C  0.6170  -2.8313  -0.7596  0.061
C  1.2092  2.1855  -2.6563  0.067
C  2.0296  0.0046  -2.6124  0.171
C  2.6713  -3.6484  -1.7054  -0.167
C  -4.1139  1.0300  -1.3256  -0.632
C  -1.3115  0.7143  4.4254  -0.584
C  1.8745  -1.3846  -2.0851  0.173
C  1.0949  0.6811  3.7409  -0.584
C  2.3023  2.6523  -3.3926  -0.250
C  -0.6728  -0.0463  2.1916  0.042
C  -1.3301  2.4875  -0.6546  -1.128
C  2.8433  -2.3943  -2.2906  -0.224
C  3.1639  0.4080  -3.3470  -0.223
C  -4.0300  -0.1952  -0.3904  -0.665
H  -0.2763  -2.9589  -0.1351  0.217
H  -1.4241  1.7438  4.0706  0.214
H  3.7118  -2.1574  -2.8994  0.212
H  -1.5737  3.0779  -1.5453  0.190
H  -3.7062  -1.1036  -0.9254  0.218
H  -3.9531  1.9557  -0.7641  0.221
H  -2.0524  2.6663  0.1549  0.216
H  2.3451  3.7047  -3.6551  0.228
H  0.1494  -1.5356  5.1025  0.200
H  1.3560  -4.8215  -0.4187  0.226
H  0.4284  2.8698  -2.3180  0.224
H  -0.3157  2.7226  -0.3110  0.204
H  -3.3607  -0.0372  0.4747  0.244
H  3.9214  -0.3391  -3.5735  0.215
H  -1.0154  0.7395  5.4789  0.200
H  -5.1091  1.0927  -1.7842  0.213
H  1.0336  1.7133  3.3792  0.214
H  1.8676  0.1578  3.1693  0.210
H  4.1602  2.0515  -4.3305  0.224
H  1.3885  0.6998  4.7956  0.201
H  -1.1038  -1.9882  3.9208  0.212
H  -2.2806  0.2125  4.3457  0.212
H  -3.4142  1.0079  -2.1726  0.211
H  -5.0259  -0.4160  0.0258  0.223
H  3.4072  -4.4327  -1.8674  0.223
H  0.6089  -2.0029  3.4460  0.209

Computed properties:
Gap between HOMO and LUMO in eV: 6.55
Energy in hartree: -1041.8257
Strongest force on any atom in Eh/bohr: 0.0339

Record 2
Molecular formula: C3H8OS
Method: DFT, ωB97M-V/def2-TZVPD

Last column: natural (NBO) charge in e.
Geometry (Å):
S  0.3835  1.9693  0.4177  0.035
O  -0.1266  -0.8808  1.6458  -0.708
C  -1.1109  -0.3685  0.8469  -0.101
C  -0.5813  0.6572  -0.1779  -0.374
C  1.0091  -0.2310  -1.3825  -0.590
H  -1.8188  0.1883  1.4757  0.187
H  -1.8174  -1.1571  0.4101  0.165
H  1.2894  1.2209  1.0283  0.109
H  1.5275  -0.3197  -0.5003  0.161
H  0.7072  -1.0578  1.1374  0.470
H  0.5514  -1.1540  -1.7255  0.189
H  -1.3763  0.8030  -0.9366  0.242
H  1.3631  0.3303  -2.2393  0.214

Computed properties:
Gap between HOMO and LUMO in eV: 9.00
Energy in hartree: -592.4096
Strongest force on any atom in Eh/bohr: 0.0900
Energy relative to the best compared isomer or geometry (same formula, charge and spin) in kcal per mole: 68.1

Record 3
Molecular formula: C5H4O3
Method: DFT, ωB97M-V/def2-TZVPD

Last column: natural (NBO) charge in e.
Geometry (Å):
O  2.1608  -1.6536  -0.1391  -0.504
O  -2.2712  -1.0456  -0.0317  -0.705
O  -0.0090  -1.5237  0.3217  -0.518
C  -0.8660  0.8218  -0.0616  -0.443
C  1.4777  0.6369  0.1349  -0.353
C  1.3175  -0.8806  -0.0793  0.760
C  0.4086  1.3648  0.1063  -0.127
C  -1.0060  -0.5067  -0.0232  0.656
H  -1.7687  1.4736  -0.2489  0.252
H  -2.4607  -2.1139  -0.0287  0.526
H  0.5584  2.4255  -0.0392  0.222
H  2.4586  1.0014  0.0888  0.233

Computed properties:
Gap between HOMO and LUMO in eV: 9.03
Energy in hartree: -418.5754
Strongest force on any atom in Eh/bohr: 0.1181
SMILES string: O=c1cccc(O)o1
Energy relative to the best compared isomer or geometry (same formula, charge and spin) in kcal per mole: 54.2

Record 4
Molecular formula: C4H5NS2
Method: DFT, ωB97M-V/def2-TZVPD

Last column: natural (NBO) charge in e.
Geometry (Å):
S  2.3290  -0.5923  0.4846  -0.027
S  -1.2744  1.5717  0.1300  -0.024
N  2.2696  2.0122  -0.3148  -0.644
C  -1.1703  -1.2491  0.1994  -0.309
C  2.1502  0.9365  0.1662  0.253
C  -1.7198  0.0588  0.5862  -0.246
C  -0.4611  -1.2844  -0.8679  -0.254
H  -1.4361  -1.9769  0.9319  0.218
H  1.9355  2.9154  -0.2382  0.424
H  -0.3350  -0.3346  -1.3627  0.215
H  -2.3429  0.0827  1.4413  0.190
H  0.0552  -2.1400  -1.1560  0.203

Computed properties:
Gap between HOMO and LUMO (spin up / spin down) in eV: 8.04 / 8.04
Energy in hartree: -1006.4634
Strongest force on any atom in Eh/bohr: 0.0747
SMILES string: C=CC=S.N=C=S
Energy relative to the best compared isomer or geometry (same formula, charge and spin) in kcal per mole: 56.5

Record 5
Molecular formula: C21H52FIN4NbO8
Method: DFT, ωB97M-V/def2-TZVPD

Last column: Löwdin charge in e.
Geometry (Å):
I  0.4573  -3.2878  5.2504  0.144
Nb  -0.4410  -0.7396  4.3669  1.579
F  1.8239  -1.2359  2.3412  -0.190
O  -2.5190  3.5451  5.3893  -0.012
O  -3.3367  -2.5769  6.8416  -0.116
O  -2.0110  0.2731  -4.0504  -0.177
O  -2.5464  -1.4610  6.5727  -0.333
O  -3.3533  4.2375  -5.7697  -0.197
O  2.4920  -2.5123  -4.7532  -0.194
O  4.5316  -3.0639  -0.7497  -0.180
O  -0.9214  -1.6797  2.5229  -0.476
N  1.6416  -3.2903  -1.9844  -0.053
N  -3.2740  1.5617  6.3099  0.108
N  0.1351  2.8153  6.7238  -0.031
N  -1.0652  2.3530  -6.2143  -0.053
C  1.3677  -2.0175  -2.6491  -0.202
C  -2.5088  -1.3265  5.1009  -0.394
C  -2.9655  1.2967  -3.8212  -0.096
C  3.3554  -2.3967  -0.2945  -0.210
C  -2.1971  2.5688  -7.1141  -0.212
C  0.9010  1.6256  6.2302  -0.379
C  -2.7575  2.3332  5.1969  -0.446
C  4.1448  -1.3798  4.0776  -0.120
C  -1.0646  1.2156  3.4356  -0.333
C  4.8446  -2.8493  -2.1139  -0.111
C  2.0518  -3.1536  -0.5829  -0.179
C  0.1259  0.2376  6.3820  -0.343
C  -0.6972  0.9456  -6.0467  -0.198
C  -1.7388  0.0070  -5.4198  -0.224
C  -2.6256  5.1030  -4.9152  -0.114
C  1.6898  -0.4147  3.5191  -0.444
C  2.8560  -0.5918  4.5891  -0.318
C  -2.5201  1.7873  3.7283  -0.212
C  2.5760  -3.8438  -5.2268  -0.121
C  -2.7128  4.0030  -7.0229  -0.213
C  1.2315  -2.1972  -4.1587  -0.208
H  -1.2898  2.7326  -5.3026  0.065
H  -4.2062  -2.4096  6.4021  0.089
H  0.6901  -0.5450  6.9857  0.018
H  -3.0313  1.9034  -6.8697  0.100
H  0.4653  -2.9416  -4.4053  0.121
H  -1.8825  2.3632  -8.1424  0.121
H  4.2885  -2.3097  4.7198  0.070
H  -3.4754  4.1446  -7.7948  0.118
H  2.3774  -3.7738  -2.4850  0.060
H  1.7291  -4.0851  -5.8750  0.084
H  -1.7272  4.6132  -4.5268  0.077
H  -2.4658  2.2629  -3.7214  0.070
H  2.1739  -1.2976  -2.4750  0.102
H  0.7808  3.3257  7.3452  0.055
H  0.4388  -1.5973  -2.2511  0.126
H  1.2367  -2.6877  -0.0199  0.117
H  1.7295  0.6728  3.1504  0.077
H  4.3852  -3.6239  -2.7331  0.066
H  -3.3861  -0.7094  4.7318  0.031
H  1.8287  1.5470  6.9020  0.100
H  3.4945  -3.9369  -5.8104  0.087
H  -1.3153  -1.0020  -5.4435  0.107
H  -0.3917  0.5427  -7.0185  0.119
H  0.9122  -1.2442  -4.5909  0.098
H  0.1907  0.9312  -5.4082  0.113
H  -3.3453  1.0804  3.3702  0.099
H  5.9265  -2.9425  -2.2326  0.083
H  2.5107  -1.0298  5.5845  0.034
H  4.5448  -1.8566  -2.4602  0.087
H  1.3292  1.7992  5.1830  0.067
H  4.1759  -1.5857  2.9702  0.052
H  -1.9139  4.7281  -7.2155  0.120
H  -2.6664  -0.0453  -6.0003  0.109
H  -0.8328  0.4768  6.9614  0.036
H  -3.4605  1.0913  -2.8704  0.091
H  2.6264  -4.5567  -4.3977  0.076
H  -2.3530  6.0273  -5.4311  0.086
H  5.0612  -0.7287  4.3019  0.064
H  0.0158  3.4491  5.9212  0.047
H  -3.7276  1.3400  -4.6038  0.088
H  -1.2763  -1.0274  1.8929  -0.030
H  -0.3282  2.0432  3.7338  0.049
H  3.3319  -1.3608  -0.6497  0.112
H  -2.6966  -2.3932  4.7221  0.048
H  -2.6432  2.7103  3.0615  0.107
H  -0.9662  1.1387  2.2954  0.059
H  -3.0965  2.0572  7.1900  0.091
H  2.1627  -4.1686  -0.1915  0.122
H  3.4541  -2.3363  0.7926  0.100
H  -4.2957  1.5012  6.2324  0.093
H  3.2093  0.4655  4.8534  0.087
H  -3.2660  5.3570  -4.0682  0.090

Computed properties:
Gap between HOMO and LUMO in eV: 6.63
Energy in hartree: -2106.5074
Strongest force on any atom in Eh/bohr: 0.0538
Total charge: -1